Entry 1:
# C7H9F2N3

2 unconnected molecules or ions with the total composition C7H9F2N3 at a distorted geometry (ωB97M-V/def2-TZVPD, OMol25).

```
21
Properties=species:S:1:pos:R:3:forces:R:3:nbo_charge:R:1
C -1.82783 -1.20124 0.24660 -3.710 0.525 1.151 -0.029
C 0.27709 -1.51769 0.05953 -0.488 -0.853 0.398 -0.045
C -0.95485 -2.13097 -0.23508 2.524 0.967 -1.220 -0.128
C 0.01860 2.23479 0.14197 -0.964 0.336 -1.058 0.051
C -1.44156 -3.34204 -0.93192 0.798 -0.637 -1.449 -0.633
C 1.91403 3.32136 -0.70103 2.236 0.063 -3.729 -0.457
C 0.80754 0.54454 1.46244 0.436 -0.810 3.114 0.879
N -1.28408 -0.22014 0.89006 -0.252 1.708 1.148 -0.276
N 0.53192 3.14240 -0.45802 0.194 1.376 0.351 -0.399
N 0.04734 -0.41886 0.83394 -0.943 -0.433 -0.314 -0.258
F 0.23739 0.96885 2.63846 0.852 -0.430 -1.545 -0.323
F 2.13217 0.43062 1.62016 -0.895 -0.662 -0.492 -0.313
H -2.96302 -1.23385 0.28380 1.649 -0.085 -0.351 0.213
H 1.28193 -1.77044 0.00888 1.511 -0.999 -0.600 0.215
H -1.02090 2.00044 0.12119 -1.058 0.051 0.383 0.197
H -1.85538 -3.22012 -1.97656 0.035 0.567 1.242 0.227
H -0.64217 -4.08256 -1.16520 -0.621 0.179 0.979 0.228
H -2.21974 -3.63395 -0.23129 -0.106 -1.132 -0.516 0.231
H 2.61990 3.75864 0.00284 -0.800 0.120 0.826 0.220
H 1.93914 4.06267 -1.60887 0.409 -1.560 1.422 0.205
H 2.40252 2.30756 -1.00190 -0.806 1.710 0.258 0.193
```
Positions in Å, forces in eV/Å.

- 2S+1 = 3
- ⟨S²⟩ = 2.01
- gap between HOMO and LUMO (alpha / beta) (eV) = 6.59 / 8.11
- highest occupied orbital energy (alpha / beta) (eV) = -5.76 / -9.39


Entry 2:
# C7H9FO2

2 unconnected molecules or ions with the total composition C7H9FO2 at a distorted geometry (ωB97M-V/def2-TZVPD, OMol25).

```
19
Properties=species:S:1:pos:R:3:forces:R:3:nbo_charge:R:1
C -0.59882 2.13961 0.72833 0.143 3.182 0.551 0.032
C -0.30735 1.03107 1.43719 0.168 -0.241 -0.450 -0.296
C -0.80269 -0.09931 0.67476 -0.321 -1.158 1.106 -0.177
C -1.36618 0.48934 -0.39200 -0.910 -2.370 -1.204 0.550
C -0.93379 -1.64845 0.95726 -0.957 4.222 2.853 -0.595
C 1.98216 -0.25306 -1.40776 -0.137 3.015 4.502 -0.810
C 1.91750 -1.19596 -0.30123 -0.307 -0.902 0.305 0.418
O -1.31292 1.80155 -0.43957 0.803 1.298 0.811 -0.435
O -2.00753 -0.23172 -1.36627 0.504 -1.285 3.730 -0.678
F 2.85853 -0.92686 0.59573 0.002 0.404 -0.396 -0.347
H -0.42040 3.30225 0.99608 -0.600 -3.220 -1.123 0.224
H -1.00009 -2.06389 0.04487 -0.570 -1.874 -2.946 0.224
H -0.05463 -1.96662 1.42108 1.330 -0.667 0.755 0.222
H -1.80160 -1.83302 1.64477 0.632 0.048 -0.871 0.207
H 1.24000 0.57259 -1.00568 1.158 -1.315 -0.432 0.282
H 2.89975 0.25276 -1.52719 1.283 0.523 -0.390 0.225
H 1.53266 -0.58119 -2.22485 -1.760 -1.669 -3.723 0.232
H 0.29299 1.04482 2.33245 -0.177 -0.147 0.122 0.235
H -2.11760 0.16610 -2.16795 -0.282 2.156 -3.201 0.486
```
Positions in Å, forces in eV/Å.

- energy above the lowest of the compared OMol25 structures with the same formula, charge and spin (kJ/mol) = 347.2
- gap between HOMO and LUMO (eV) = 8.63
- highest occupied orbital energy (eV) = -8.19


Entry 3:
# C7H9FOS

2 unconnected molecules or ions with the total composition C7H9FOS at a distorted geometry (ωB97M-V/def2-TZVPD, OMol25).

```
19
Properties=species:S:1:pos:R:3:forces:R:3:nbo_charge:R:1
C -1.74774 -0.51565 -0.66620 0.723 1.787 2.301 -0.296
C -2.24184 0.80427 -0.40578 -0.089 -2.434 -1.231 -0.197
C -0.26079 -0.30980 1.25106 -0.231 0.227 -0.057 -0.303
C -0.78382 -1.05452 0.20794 -1.100 0.803 -0.354 0.389
C 2.03473 0.02633 -1.45055 -1.632 -0.205 5.127 -0.764
C -1.73652 1.52994 0.68351 -0.039 -0.827 -1.183 -0.251
C -0.72501 0.97734 1.44354 0.469 1.296 2.673 -0.167
O 2.92326 -0.04017 1.09738 -0.014 0.623 1.389 -0.967
F -0.44724 -2.34373 0.09665 0.262 -0.519 -0.220 -0.325
S 3.02526 -0.89783 -0.06932 -3.071 -1.592 -2.585 1.060
H -2.26749 -1.02820 -1.42498 0.007 -1.029 -0.738 0.223
H -3.07565 0.89363 -1.17378 0.902 1.483 1.602 0.233
H 0.43793 -0.66652 1.97986 0.371 -0.585 -0.104 0.250
H 1.66521 -0.60118 -2.13711 -0.503 -2.618 -3.007 0.211
H 2.70532 0.72784 -1.74302 1.558 2.284 -1.244 0.210
H 1.04412 0.41548 -1.01786 1.912 -0.036 -0.044 0.240
H -2.06522 2.47928 0.98395 -0.713 1.169 -0.021 0.220
H -0.36658 1.57513 2.42592 -0.704 -1.460 -2.614 0.227
H 1.88208 -1.97166 -0.08121 1.893 1.634 0.311 0.007
```
Positions in Å, forces in eV/Å.

- energy above the lowest of the compared OMol25 structures with the same formula, charge and spin (kJ/mol) = 16.7
- gap between HOMO and LUMO (eV) = 10.09
- highest occupied orbital energy (eV) = -9.38


Entry 4:
# C7H9IN5O2

2 unconnected molecules or ions with the total composition C7H9IN5O2 at a distorted geometry (ωB97M-V/def2-TZVPD, OMol25).

```
24
Properties=species:S:1:pos:R:3:forces:R:3:nbo_charge:R:1
C -0.27963 -2.71362 -0.20431 -4.114 -1.372 -1.525 0.286
C 1.20650 -0.68512 -0.05041 1.415 6.782 0.333 -0.148
C -0.11330 -0.53723 -0.35185 -0.740 -1.564 -0.723 0.333
C 1.78171 -1.91554 0.25714 -0.472 1.875 -0.478 0.400
C 1.57719 1.16784 -0.05906 -3.320 -6.424 0.125 0.004
C -1.91344 1.00270 -0.87534 -3.275 -1.538 2.495 -0.280
C -2.77723 1.21052 0.44336 2.315 0.443 0.604 -0.045
N -0.95335 -1.58382 -0.47116 0.718 -0.367 0.521 -0.550
N 0.94195 -2.92099 0.08608 2.106 -2.067 0.912 -0.537
N -0.55329 0.72686 -0.61655 -0.456 -1.638 -0.195 -0.232
N 0.36624 1.62760 -0.26312 3.107 0.576 -0.355 0.232
N 3.02720 -2.06570 0.67815 1.116 1.167 0.261 -0.789
O 0.04585 2.82506 -0.32793 -0.902 2.056 0.119 -0.578
O -2.98454 2.55399 0.74025 -1.617 2.096 0.086 -0.774
I 4.97367 0.72986 -0.11322 0.440 -0.006 0.038 -0.898
H -0.91298 -3.66319 -0.33105 0.847 1.398 0.278 0.155
H 2.44626 1.68355 0.15142 1.364 1.054 0.376 0.256
H -2.36866 0.03835 -1.22820 0.845 1.062 -0.469 0.250
H -2.25647 1.88032 -1.37124 0.947 0.531 -1.347 0.244
H -2.25576 0.77744 1.30734 -0.165 -0.618 -0.248 0.161
H -3.77825 0.82063 0.35160 -0.188 -0.427 -0.215 0.174
H 3.65384 -1.20231 0.67611 -0.708 -1.177 -0.252 0.440
H 3.45360 -2.95182 0.51369 0.194 -0.424 0.118 0.392
H -2.32710 3.19460 1.05830 0.546 -1.417 -0.460 0.502
```
Positions in Å, forces in eV/Å.

- net charge = -1
- energy above the lowest of the compared OMol25 structures with the same formula, charge and spin (kJ/mol) = 163.4
- gap between HOMO and LUMO (eV) = 7.42
- highest occupied orbital energy (eV) = -4.36


Entry 5:
# C7H9IO5

C7H9IO5 in the gas phase (ωB97M-V/def2-TZVPD, OMol25).

```
22
Properties=species:S:1:pos:R:3:forces:R:3:nbo_charge:R:1
O 3.15825 1.38941 0.75890 0.081 0.271 0.419 -0.533
C 2.84704 0.42347 0.14163 -0.201 -0.387 -0.298 0.793
O 3.74480 -0.59132 -0.06600 0.271 0.319 -0.084 -0.705
C 1.44621 0.15359 -0.36691 0.148 0.145 -0.192 -0.523
C 0.75622 -0.89498 0.51583 -0.078 0.094 -0.048 -0.399
C -0.67089 -1.24202 0.08373 0.048 -0.231 0.196 -0.433
C -1.80986 -0.29443 0.51551 -0.069 0.068 0.053 0.031
O -2.77760 -0.21244 -0.55049 0.372 -0.180 -0.191 -0.487
C -2.27832 0.71148 -1.40852 -0.194 0.149 -0.074 0.963
O -2.46061 0.76209 -2.57759 -0.111 0.078 0.216 -0.542
O -1.49992 1.60205 -0.71209 0.228 -0.262 0.011 -0.512
C -1.44017 1.17622 0.63613 -0.102 -0.021 -0.111 -0.036
I -2.85957 2.29731 1.78670 0.015 -0.021 0.128 0.099
H 3.69829 -0.89342 -0.98021 -0.219 -0.265 0.064 0.486
H 1.48848 -0.20894 -1.40033 -0.032 -0.040 0.059 0.217
H 0.93211 1.11371 -0.38956 -0.003 -0.116 -0.003 0.236
H 0.76904 -0.57215 1.56235 0.046 -0.012 -0.033 0.212
H 1.34842 -1.81025 0.46355 -0.011 0.023 0.101 0.229
H -0.70574 -1.38563 -1.00002 -0.027 0.137 0.026 0.225
H -0.91699 -2.21338 0.51866 -0.011 -0.009 -0.123 0.230
H -2.30449 -0.67997 1.40198 -0.102 0.124 -0.029 0.223
H -0.46470 1.36958 1.06675 -0.051 0.136 -0.086 0.226
```
Positions in Å, forces in eV/Å.

- structure (SMILES) = O=C(O)CCC[C@@H]1OC(=O)O[C@H]1I
- gap between HOMO and LUMO (eV) = 10.22
- highest occupied orbital energy (eV) = -10.10


Entry 6:
# C7H9N

A molecular structure, C7H9N at a distorted geometry (ωB97M-V/def2-TZVPD, OMol25).

```
17
Properties=species:S:1:pos:R:3:forces:R:3:nbo_charge:R:1
C -1.54779 -0.33202 -1.46662 0.710 0.613 -1.973 -0.671
N 1.95352 1.03660 -0.55246 3.344 1.909 -1.719 -0.871
C 1.52376 -0.25357 -0.12933 3.565 0.549 2.679 -0.214
C -1.26131 0.34339 -0.22397 -0.110 -0.532 5.715 0.002
C -1.51866 0.18120 1.11351 -3.561 1.317 -1.617 -0.232
C -0.26975 0.78781 0.95795 1.293 -0.404 -0.848 -0.211
C 0.91754 -0.14884 1.14912 -3.797 2.360 2.956 -0.302
C 0.83647 -1.33552 0.30560 -0.505 -4.234 1.684 -0.459
H -0.98834 -1.23162 -1.64096 0.470 -0.692 0.680 0.243
H -1.25732 0.22658 -2.34590 0.180 0.766 -0.319 0.198
H -2.56108 -0.56719 -1.65611 -1.451 -0.226 0.310 0.192
H 1.20340 0.23226 -1.09296 -1.635 1.262 -2.759 0.400
H 2.97444 1.05321 -0.77672 -0.350 -0.223 -0.642 0.293
H -2.26523 0.30816 1.93693 0.449 -1.189 -0.891 0.182
H -0.13908 1.82142 1.24156 0.216 0.580 -0.433 0.164
H 1.31442 0.06229 2.23123 0.527 -0.844 -2.017 0.137
H 1.08503 -2.18416 0.94913 0.653 -1.012 -0.806 0.150
```
Positions in Å, forces in eV/Å.

- 2S+1 = 2
- ⟨S²⟩ = 0.76
- net charge = -1
- energy above the lowest of the compared OMol25 structures with the same formula, charge and spin (kJ/mol) = 1058.8
- gap between HOMO and LUMO (alpha / beta) (eV) = 4.55 / 6.28
- highest occupied orbital energy (alpha / beta) (eV) = -0.29 / -2.10


Entry 7:
# C7H9N

C7H9N in the gas phase at a distorted geometry (ωB97M-V/def2-TZVPD, OMol25).

```
17
Properties=species:S:1:pos:R:3:forces:R:3:nbo_charge:R:1
C 1.74782 -0.96933 -0.85485 -2.653 0.847 -0.121 -0.637
C 0.37557 -0.56717 -0.10717 1.512 -3.122 0.418 -0.034
C -0.34144 -1.37087 0.83339 2.136 0.262 -1.230 -0.189
C -1.56619 -0.82359 1.27583 -0.051 -2.058 0.709 -0.264
C -2.09408 0.39210 0.96025 2.275 1.263 -3.028 -0.194
C -1.29113 1.17979 0.07510 -0.281 -2.254 2.175 -0.256
C -0.06893 0.70521 -0.33631 1.591 2.540 -0.658 0.151
N 0.90410 1.59702 -0.87969 -1.276 -2.033 -0.477 -0.831
H 1.97844 -2.00878 -0.82465 0.022 -0.785 0.351 0.222
H 1.67169 -0.69442 -1.93902 -0.126 -0.218 0.868 0.216
H 2.54914 -0.39504 -0.45437 0.835 0.277 0.504 0.205
H 0.23070 -2.36176 1.21052 -2.113 2.272 -0.899 0.228
H -2.18753 -1.48853 1.80949 -0.533 -0.645 1.030 0.205
H -3.05604 0.80948 1.14669 -0.599 -0.366 0.805 0.219
H -1.50649 2.18058 0.01038 -0.593 2.299 -0.719 0.199
H 0.86227 2.55308 -0.77350 -0.570 2.031 0.352 0.380
H 1.79209 1.26221 -1.15212 0.426 -0.309 -0.081 0.380
```
Positions in Å, forces in eV/Å.

- structure (SMILES) = Cc1ccccc1N
- energy above the lowest of the compared OMol25 structures with the same formula, charge and spin (kJ/mol) = 119.5
- gap between HOMO and LUMO (eV) = 8.94
- highest occupied orbital energy (eV) = -7.89


Entry 8:
# C7H9N

2 unconnected molecules or ions with the total composition C7H9N at a distorted geometry (ωB97M-V/def2-TZVPD, OMol25).

```
17
Properties=species:S:1:pos:R:3:forces:R:3:nbo_charge:R:1
C -0.88319 1.41712 0.20673 0.445 -0.087 -2.352 -0.164
C -1.49366 0.68144 -0.77965 -1.328 -1.429 2.014 -0.246
C -0.60849 0.05185 -1.61370 0.796 0.656 -2.442 0.029
N 0.67029 0.44672 -1.72807 0.813 0.586 0.020 -0.419
C 1.24983 1.41561 -0.88370 -3.078 -3.922 -2.459 0.019
C 0.45095 1.79921 0.11534 -0.577 1.115 3.457 -0.256
H -1.48536 1.76992 0.94712 -1.259 1.022 2.321 0.205
H -2.55923 0.29413 -0.62236 1.558 0.893 -0.610 0.221
H -1.04501 -0.63248 -2.39594 1.064 0.344 0.896 0.194
H 2.25827 1.62046 -1.06867 1.224 0.457 -0.081 0.209
H 0.79207 2.27907 1.04453 0.323 0.368 -0.784 0.212
C 0.98848 -1.58313 1.33361 -0.014 -0.835 -0.970 -0.410
C -0.18038 -2.29141 0.93178 0.902 6.948 5.991 -0.416
H 1.94456 -1.93780 0.74202 -1.750 1.023 1.384 0.195
H 1.24312 -0.61397 2.16148 -1.438 -3.412 -2.540 0.226
H -0.15444 -2.88349 0.10343 -0.197 -1.805 -1.835 0.201
H -1.18782 -1.83326 1.50604 2.516 -1.922 -2.009 0.200
```
Positions in Å, forces in eV/Å.

- structure (SMILES) = c1ccncc1.C=C
- energy above the lowest of the compared OMol25 structures with the same formula, charge and spin (kJ/mol) = 382.4
- gap between HOMO and LUMO (eV) = 10.37
- highest occupied orbital energy (eV) = -9.50


Number 1: DFT total energy -17302.8457 eV. Number 2: DFT total energy -14212.2292 eV. Number 3: DFT total energy -23002.1669 eV. Number 4: DFT total energy -27049.5362 eV. Number 5: DFT total energy -25743.2937 eV. Number 6: DFT total energy -8882.4164 eV. Number 7: DFT total energy -8893.9178 eV. Number 8: DFT total energy -8891.1932 eV.